Entry 1:
A structure of composition C18H12Cl44O3 at a distorted geometry. Source: OMol25; level of theory: the ωB97M-V functional and the def2-TZVPD basis.

Geometry as ORCA input:
```
! wB97M-V def2-TZVPD RIJCOSX def2/J DEFGRID3
* xyz 0 1
O 3.65 -0.23 -2.98
C 3.46 0.07 -4.05
O 4.35 -0.02 -5.07
C 4.07 0.99 -6.02
C 2.74 1.70 -5.65
C 2.19 0.60 -4.71
C 1.11 1.02 -3.74
C -0.32 0.83 -4.24
C -0.52 -0.47 -5.01
O -1.87 -0.83 -5.11
H 4.16 0.74 -7.07
H 4.88 1.70 -5.85
H 2.84 2.69 -5.22
H 2.07 1.61 -6.49
H 1.98 -0.20 -5.42
H 1.21 0.48 -2.80
H 1.24 2.06 -3.49
H -0.60 1.62 -4.93
H -1.03 0.90 -3.43
H -0.03 -0.35 -5.98
H 0.08 -1.22 -4.48
H -1.90 -1.67 -5.58
C 8.19 -0.96 -5.53
Cl 7.42 -1.27 -3.97
Cl 7.13 -1.52 -6.83
Cl 8.48 0.77 -5.71
Cl 9.73 -1.83 -5.62
C -3.31 -1.54 -1.92
Cl -4.22 -2.23 -3.27
Cl -3.95 -2.16 -0.38
Cl -1.61 -1.99 -2.07
Cl -3.44 0.22 -1.91
C -4.74 -1.32 3.82
Cl -3.15 -0.56 3.70
Cl -4.93 -2.09 5.40
Cl -5.99 -0.09 3.61
Cl -4.90 -2.53 2.54
C -0.16 2.37 4.17
Cl -0.18 0.73 3.53
Cl 1.47 3.05 4.03
Cl -1.30 3.36 3.26
Cl -0.63 2.32 5.87
C 1.19 1.61 9.70
Cl 1.99 2.44 8.37
Cl 1.78 2.26 11.24
Cl -0.55 1.85 9.58
Cl 1.54 -0.12 9.62
C -3.68 -0.49 9.97
Cl -4.64 0.90 10.51
Cl -3.01 -0.14 8.37
Cl -2.37 -0.78 11.12
Cl -4.71 -1.92 9.88
C -8.24 -3.00 -2.65
Cl -7.73 -2.60 -4.30
Cl -8.92 -4.63 -2.63
Cl -6.85 -2.92 -1.57
Cl -9.47 -1.84 -2.12
C 5.38 3.50 -2.54
Cl 6.39 4.85 -2.01
Cl 4.89 2.54 -1.14
Cl 3.94 4.13 -3.36
Cl 6.29 2.48 -3.66
C 0.78 -2.37 -8.37
Cl -0.34 -3.32 -7.39
Cl -0.08 -1.03 -9.12
Cl 2.07 -1.74 -7.34
Cl 1.48 -3.40 -9.63
C -3.45 2.47 1.52
Cl -3.76 2.64 3.26
Cl -4.11 0.93 0.95
Cl -4.22 3.80 0.65
Cl -1.71 2.50 1.23
C 1.29 -2.67 13.29
Cl 1.53 -3.87 12.02
Cl -0.37 -2.79 13.90
Cl 2.43 -2.97 14.61
Cl 1.55 -1.06 12.63
*
```

Values from the calculation:
E_HOMO in Ha: -0.3331

Entry 2:
A structure of composition C43H47IrN3O3S at a distorted geometry. Source: OMol25; level of theory: the ωB97M-V functional and the def2-TZVPD basis.

Geometry as ORCA input:
```
! wB97M-V def2-TZVPD RIJCOSX def2/J DEFGRID3
* xyz 1 1
Ir 0.25 1.44 0.55
C -4.81 2.05 -1.53
C -3.53 1.21 -1.42
C -3.36 0.33 -2.65
C -3.53 0.41 -0.13
C -4.48 -0.59 0.06
C -4.53 -1.30 1.24
C -3.63 -1.03 2.26
C -2.65 -0.06 2.11
C -1.77 0.30 3.29
C -2.49 1.34 4.16
C -1.31 -0.89 4.12
C -2.62 0.65 0.90
N -1.65 1.68 0.73
C -2.10 3.01 0.80
O -3.19 3.35 1.16
C -1.05 3.97 0.30
C -1.27 5.25 -0.17
C -0.21 5.90 -0.81
C 0.99 5.23 -1.01
C 1.13 3.95 -0.51
N 0.14 3.39 0.18
C 2.24 2.99 -0.81
O 3.27 3.32 -1.34
N 1.90 1.68 -0.46
C 2.78 0.63 -0.89
C 2.62 0.08 -2.18
C 3.49 -0.93 -2.57
C 4.49 -1.37 -1.72
C 4.63 -0.80 -0.47
C 3.79 0.22 -0.02
C 4.10 0.83 1.34
C 3.05 0.57 2.43
C 4.43 2.32 1.29
C 1.55 0.56 -3.15
C 2.10 1.67 -4.06
C 0.98 -0.56 -4.02
H -4.81 2.61 -2.47
H -4.91 2.75 -0.70
H -5.69 1.41 -1.53
H -2.68 1.89 -1.40
H -4.20 -0.35 -2.78
H -2.45 -0.28 -2.58
H -3.29 0.94 -3.55
H -5.20 -0.80 -0.73
H -5.28 -2.07 1.38
H -3.70 -1.58 3.19
H -0.85 0.78 2.92
H -3.42 0.93 4.54
H -2.73 2.24 3.58
H -1.87 1.63 5.01
H -2.14 -1.34 4.67
H -0.57 -0.58 4.85
H -0.87 -1.66 3.49
H -2.25 5.69 -0.06
H -0.35 6.90 -1.19
H 1.82 5.66 -1.57
H 3.39 -1.37 -3.55
H 5.17 -2.15 -2.04
H 5.43 -1.14 0.19
H 5.01 0.32 1.66
H 2.08 1.00 2.18
H 3.37 1.05 3.36
H 2.92 -0.49 2.62
H 3.53 2.94 1.26
H 5.04 2.58 0.42
H 4.98 2.60 2.19
H 0.72 0.97 -2.56
H 2.85 1.25 -4.73
H 2.57 2.48 -3.50
H 1.30 2.09 -4.67
H 1.69 -0.86 -4.79
H 0.08 -0.21 -4.53
H 0.72 -1.44 -3.43
O 0.28 -0.63 0.96
S 0.32 -1.62 -0.22
C -1.09 -2.68 -0.04
C -1.85 -2.92 -1.17
C -2.92 -3.81 -1.10
C -3.21 -4.42 0.11
C -2.45 -4.17 1.24
C -1.38 -3.29 1.18
C 1.59 -2.79 0.23
C 1.98 -3.71 -0.72
C 2.96 -4.63 -0.39
C 3.53 -4.62 0.87
C 3.12 -3.69 1.82
C 2.13 -2.76 1.50
H -1.60 -2.44 -2.11
H -3.51 -4.01 -1.98
H -4.05 -5.11 0.17
H -2.68 -4.66 2.18
H -0.76 -3.11 2.04
H 1.53 -3.71 -1.71
H 3.28 -5.36 -1.13
H 4.30 -5.34 1.12
H 3.56 -3.69 2.81
H 1.78 -2.04 2.22
*
```

Values from the calculation:
E_HOMO in Ha: -0.4129
Energy above the lowest of the compared OMol25 structures with the same formula, charge and spin in kJ/mol: 0.00

Entry 3:
An isolated molecule of C4H8P2 at a distorted geometry. Source: OMol25; level of theory: the ωB97M-V functional and the def2-TZVPD basis.

Geometry as ORCA input:
```
! wB97M-V def2-TZVPD RIJCOSX def2/J DEFGRID3
* xyz 0 1
C 1.07 -1.28 -0.42
C -0.80 1.10 -0.70
C 2.11 -1.99 0.41
C -2.27 1.26 -0.20
P 0.27 2.63 -0.49
P 0.59 0.26 0.10
H -0.83 0.70 -1.76
H 1.78 -2.50 1.29
H 2.91 -1.33 0.75
H 2.57 -2.84 -0.02
H -2.29 1.45 0.84
H -2.91 0.22 -0.38
H -2.82 1.92 -0.86
H 0.62 0.42 1.45
*
```

Values from the calculation:
E_HOMO (spin up / spin down) in Ha: -0.2993 / -0.2717
Energy above the lowest of the compared OMol25 structures with the same formula, charge and spin in kJ/mol: 580.20

Entry 4:
A structure of composition C44H55BrClF4I2N4O6S4 at a distorted geometry. Source: OMol25; level of theory: the ωB97M-V functional and the def2-TZVPD basis.

Geometry as ORCA input:
```
! wB97M-V def2-TZVPD RIJCOSX def2/J DEFGRID3
* xyz 1 1
C -0.51 3.91 1.72
C -0.10 2.97 0.57
C -0.98 1.73 0.54
F -2.00 1.97 -0.34
N -0.33 0.34 0.22
C 1.05 0.39 -0.39
C 1.62 1.20 -1.57
O 2.77 0.95 -1.77
Br 0.79 2.52 -2.69
C -1.30 -0.54 -0.64
I -0.46 -2.55 -1.00
C -1.41 -0.05 -2.09
C -2.51 -0.61 -2.99
C -3.90 -0.07 -2.82
N -2.27 -1.41 -3.94
C -2.64 -0.71 0.10
I -3.65 -2.57 -0.29
O -2.61 -0.45 1.47
C -1.50 -0.82 2.29
C -1.40 -2.32 2.55
C -2.64 -3.12 3.03
C -4.06 -2.52 3.10
C -4.86 -3.00 4.31
S -5.17 -4.73 4.19
O -5.64 -5.02 2.88
O -4.06 -5.44 4.75
Cl -6.73 -4.93 5.47
C -1.84 -0.19 3.66
C -2.34 1.25 3.81
C -3.76 1.56 3.36
S -4.93 0.73 4.45
C -6.42 1.44 3.77
S -6.98 2.86 4.29
N -7.03 0.66 2.80
C -8.32 0.78 2.32
C -8.44 -0.20 1.41
N -7.27 -0.94 1.28
C -6.46 -0.41 2.12
C -0.11 -0.32 1.67
S 0.64 0.93 2.80
O 0.78 -1.33 1.44
C 1.85 -1.65 2.33
C 2.47 -2.97 1.94
C 2.87 -3.09 0.48
O 1.58 -3.99 2.35
H 0.03 3.70 2.64
H -0.29 4.94 1.44
H -1.57 3.85 1.92
H -0.28 3.52 -0.34
H 0.95 2.76 0.66
H -1.51 1.61 1.47
H 1.30 -0.63 -0.65
H 1.75 0.64 0.40
H -1.55 1.02 -2.16
H -0.47 -0.27 -2.58
H -3.94 0.75 -2.11
H -4.22 0.34 -3.78
H -4.59 -0.85 -2.54
H -1.30 -1.70 -3.98
H -3.33 0.01 -0.32
H -0.67 -2.40 3.35
H -0.93 -2.84 1.73
H -2.41 -3.50 4.03
H -2.70 -4.02 2.43
H -4.65 -2.80 2.23
H -4.08 -1.44 3.17
H -4.33 -2.82 5.25
H -5.82 -2.48 4.36
H -1.04 -0.41 4.36
H -2.66 -0.80 4.04
H -1.67 2.01 3.43
H -2.33 1.42 4.89
H -3.91 2.63 3.49
H -3.95 1.33 2.32
H -9.02 1.52 2.63
H -9.32 -0.43 0.83
H -5.45 -0.72 2.29
H 1.82 1.02 2.18
H 2.67 -0.95 2.27
H 1.53 -1.78 3.36
H 3.39 -3.01 2.54
H 2.00 -3.35 -0.12
H 3.58 -3.90 0.36
H 3.32 -2.18 0.10
H 2.00 -4.85 2.24
F -0.42 5.50 -5.84
C 0.87 5.50 -6.27
C 1.79 4.77 -5.55
C 3.11 4.76 -5.98
C 3.48 5.48 -7.11
C 2.53 6.20 -7.81
C 1.20 6.21 -7.39
H 1.48 4.23 -4.67
H 3.85 4.19 -5.43
H 4.51 5.47 -7.45
H 2.81 6.76 -8.69
H 0.44 6.77 -7.93
F 4.06 0.16 1.03
C 5.35 0.34 0.59
C 6.36 -0.30 1.27
C 7.66 -0.12 0.82
C 7.92 0.69 -0.27
C 6.87 1.32 -0.93
C 5.56 1.15 -0.50
H 6.13 -0.92 2.13
H 8.47 -0.62 1.33
H 8.93 0.83 -0.62
H 7.07 1.95 -1.78
H 4.73 1.62 -1.00
F 8.25 -1.91 -3.59
C 6.91 -2.09 -3.57
C 6.10 -1.00 -3.33
C 4.73 -1.18 -3.31
C 4.19 -2.44 -3.54
C 5.03 -3.52 -3.78
C 6.40 -3.35 -3.80
H 6.55 -0.03 -3.16
H 4.08 -0.34 -3.13
H 3.11 -2.58 -3.52
H 4.61 -4.50 -3.95
H 7.07 -4.17 -3.99
*
```

Values from the calculation:
E_HOMO in Ha: -0.4031
Energy above the lowest of the compared OMol25 structures with the same formula, charge and spin in kJ/mol: 0.00

Entry 5:
A structure of composition C33H53GeInN3O3Si at a distorted geometry. Source: OMol25; level of theory: the ωB97M-V functional and the def2-TZVPD basis.

Geometry as ORCA input:
```
! wB97M-V def2-TZVPD RIJCOSX def2/J DEFGRID3
* xyz 2 2
In 0.57 0.22 0.04
C 1.50 -1.79 3.10
C 0.04 -1.54 3.02
C -0.81 -2.20 3.89
C -2.16 -1.99 3.81
C -2.64 -1.07 2.89
C -1.75 -0.39 2.09
N -0.42 -0.66 2.11
C -2.23 0.73 1.24
C -3.52 1.22 1.30
C -3.85 2.33 0.54
C -2.87 2.97 -0.20
C -1.58 2.45 -0.19
N -1.31 1.33 0.48
C -0.41 3.16 -0.76
C -0.58 4.30 -1.52
C 0.53 5.06 -1.83
C 1.76 4.68 -1.35
C 1.88 3.48 -0.65
C 3.20 2.99 -0.19
N 0.80 2.72 -0.37
H 1.90 -1.43 4.05
H 2.01 -1.30 2.28
H 1.70 -2.86 3.05
H -0.39 -2.89 4.62
H -2.85 -2.52 4.46
H -3.70 -0.86 2.85
H -4.27 0.77 1.94
H -4.86 2.72 0.55
H -3.10 3.89 -0.73
H -1.55 4.60 -1.88
H 0.43 5.97 -2.42
H 2.65 5.27 -1.54
H 3.99 3.71 -0.38
H 3.44 2.06 -0.70
H 3.16 2.79 0.88
C 4.22 0.63 1.44
C 4.03 -0.31 0.24
C 4.90 0.18 -0.92
C 4.43 -1.74 0.58
O 2.61 -0.25 -0.22
Ge 2.15 -1.47 -1.61
O 0.90 -0.18 -2.08
C 0.45 0.23 -3.41
C 0.61 -0.95 -4.37
C 1.26 1.41 -3.89
C -1.03 0.57 -3.30
O 0.84 -2.10 -0.45
C 0.48 -3.52 -0.40
C -0.31 -3.91 -1.65
C 1.75 -4.36 -0.32
C -0.35 -3.77 0.86
H 5.16 0.39 1.94
H 4.28 1.66 1.11
H 3.41 0.53 2.15
H 5.94 0.27 -0.59
H 4.86 -0.52 -1.75
H 4.57 1.16 -1.27
H 5.45 -1.76 0.98
H 3.77 -2.18 1.31
H 4.40 -2.36 -0.32
H 1.66 -1.17 -4.53
H 0.12 -1.84 -3.97
H 0.16 -0.70 -5.33
H 2.33 1.16 -3.89
H 0.98 1.68 -4.91
H 1.11 2.27 -3.25
H -1.59 -0.31 -2.97
H -1.18 1.38 -2.59
H -1.43 0.88 -4.27
H 0.31 -3.74 -2.54
H -0.58 -4.96 -1.62
H -1.21 -3.32 -1.75
H 2.36 -4.23 -1.22
H 2.35 -4.08 0.55
H 1.49 -5.42 -0.24
H -1.21 -3.10 0.90
H -0.72 -4.80 0.86
H 0.26 -3.63 1.74
C -4.13 -3.62 0.79
Si -4.37 -2.22 -0.43
C -4.66 -2.97 -2.13
C -5.78 -1.10 0.06
C -2.84 -1.18 -0.68
H -5.10 -4.08 1.00
H -3.71 -3.28 1.75
H -3.48 -4.39 0.39
H -5.67 -3.37 -2.18
H -3.96 -3.78 -2.31
H -4.56 -2.23 -2.92
H -6.74 -1.61 -0.07
H -5.80 -0.20 -0.56
H -5.72 -0.80 1.11
H -1.83 -1.56 -0.67
H -2.93 -0.17 -1.08
*
```

Values from the calculation:
E_HOMO (spin up / spin down) in Ha: -0.4879 / -0.5081
Energy above the lowest of the compared OMol25 structures with the same formula, charge and spin in kJ/mol: 140.26

Entry 6:
An isolated molecule of C7H17NOS at a distorted geometry. Source: OMol25; level of theory: the ωB97M-V functional and the def2-TZVPD basis.

Geometry as ORCA input:
```
! wB97M-V def2-TZVPD RIJCOSX def2/J DEFGRID3
* xyz 0 3
C 0.16 1.04 -2.08
C -2.08 -1.31 -0.17
C -2.71 1.04 0.64
C 2.79 0.68 -0.35
C 1.57 -1.54 -0.14
C -1.69 -0.03 0.62
C 1.61 -0.13 0.31
N 1.49 -0.03 1.75
O 0.08 2.11 0.39
S 0.05 0.84 -0.39
H -0.32 1.88 -2.31
H -0.19 0.07 -2.62
H -2.22 -0.99 -1.15
H -1.44 -2.20 -0.22
H -2.94 -1.79 0.17
H -3.04 1.02 1.61
H -3.50 0.90 -0.02
H -2.16 1.96 0.41
H 2.46 1.76 -0.08
H 2.90 0.39 -1.44
H 3.66 0.35 0.06
H 1.02 -1.73 -0.97
H 2.64 -2.07 -0.17
H 0.89 -2.05 0.54
H -1.17 -0.43 1.45
H 0.86 -0.66 2.22
H 1.29 0.93 1.95
*
```

Values from the calculation:
E_HOMO (spin up / spin down) in Ha: -0.1779 / -0.3313
Energy above the lowest of the compared OMol25 structures with the same formula, charge and spin in kJ/mol: 49.01

Entry 7:
A cluster of 2 separate species, C4H12N4O in total at a distorted geometry. Source: OMol25; level of theory: the ωB97M-V functional and the def2-TZVPD basis.

Geometry as ORCA input:
```
! wB97M-V def2-TZVPD RIJCOSX def2/J DEFGRID3
* xyz 0 1
C -0.68 1.28 1.30
C 0.26 -0.98 1.66
N -0.50 -0.08 0.82
C -1.22 -0.51 -0.27
N -1.19 -1.87 -0.51
O -1.92 0.25 -0.93
H -1.60 -2.12 -1.39
H -0.34 -2.37 -0.28
H 0.28 1.78 1.35
H -1.13 1.28 2.29
H -1.34 1.79 0.60
H 1.16 -1.32 1.15
H 0.56 -0.46 2.57
H -0.34 -1.85 1.94
N 0.68 1.39 -1.92
C 1.18 0.18 -1.52
N 2.18 -0.07 -0.78
H 0.89 2.18 -1.33
H -0.25 1.39 -2.31
H 2.61 0.76 -0.38
H 0.70 -0.67 -2.06
*
```

Values from the calculation:
E_HOMO in Ha: -0.3312
Energy above the lowest of the compared OMol25 structures with the same formula, charge and spin in kJ/mol: 22.16

Calculated total energy values, unit Eh, following the record order: -21166.95434; -2559.10630; -839.66450; -8001.48231; -4235.38040; -804.80005; -453.89375.